[1]
{
  "formula": "C4H7N3",
  "method": "wB97M-V/def2-TZVPD",
  "symbols": ["C", "C", "C", "C", "H", "H", "H", "H", "H", "H", "H", "N", "N", "N"],
  "coordinates": [[0.2308, 0.7597, 0.3661], [1.4610, -0.1094, 0.4842], [1.2151, -1.2457, -0.1463], [-0.8567, -0.1962, 0.0398], [0.4936, 1.8277, -1.4005], [0.9194, 2.6017, -0.1749], [0.0621, 0.9836, 1.4842], [2.3639, 0.2254, 0.8961], [1.9173, -2.1241, -0.0095], [-0.7435, -2.2927, -0.2500], [-2.6366, -0.9016, 0.1712], [0.1662, 1.9676, -0.4930], [-0.1847, -1.3296, -0.5713], [-2.0784, -0.0052, 0.3244]],
  "forces_ev_per_a": [[0.1, 1.3, 2.4], [-1.1, 0.5, -2.2], [-0.1, -1.7, 1.6], [0.1, -1.1, -0.7], [0.2, -1.2, -2.0], [-0.8, -0.1, 0.3], [-0.3, 0.7, -1.7], [1.1, 0.3, 0.5], [-1.3, 0.8, -1.0], [2.2, 3.1, -1.4], [0.7, 1.5, -0.1], [1.0, 0.9, 2.8], [-1.8, -3.1, 1.8], [-0.1, -2.0, -0.2]],
  "nbo_charge": [-0.164, -0.267, -0.020, 0.444, 0.354, 0.349, 0.221, 0.217, 0.220, 0.384, 0.329, -0.787, -0.645, -0.635],
  "e_above_lowest_kj_mol": 184.3,
  "mol_weight_da": 97.1,
  "e_lumo_ha": 0.029,
  "spin_multiplicity": 1,
  "homo_energy_ha": -0.3235
}

***

[2]
{
  "formula": "C10H30BrCoN6O4",
  "method": "wB97M-V/def2-TZVPD",
  "symbols": ["Co", "Br", "C", "C", "C", "O", "C", "N", "H", "H", "H", "H", "H", "H", "H", "H", "H", "H", "H", "C", "C", "C", "O", "C", "N", "H", "H", "H", "H", "H", "H", "H", "H", "H", "H", "H", "C", "O", "N", "N", "H", "H", "H", "H", "C", "O", "N", "N", "H", "H", "H", "H"],
  "coordinates": [[-3.2005, -0.2496, -2.4313], [-1.0312, 0.5034, -1.3364], [-0.3328, -3.2897, 1.6983], [-1.6493, -2.6478, 1.9596], [-1.4326, -1.4724, 2.9679], [-2.6812, -0.8764, 3.2928], [-2.6517, 0.2845, 4.1290], [-2.1392, -2.0252, 0.7394], [0.1442, -3.7683, 2.5536], [0.3123, -2.6169, 1.1333], [-0.4889, -4.1239, 1.0144], [-2.3329, -3.3728, 2.4013], [-0.7733, -0.6996, 2.5727], [-0.9839, -1.7681, 3.9163], [-3.6089, 0.4469, 4.6244], [-2.4877, 1.2419, 3.6345], [-1.9575, 0.2627, 4.9691], [-1.4850, -1.3962, 0.2962], [-2.8079, -1.3663, 1.1121], [2.8112, -0.5104, 1.2984], [3.2258, -0.8545, -0.2005], [2.6394, -2.2356, -0.5818], [3.1275, -3.1360, 0.3706], [2.7019, -4.4777, 0.0876], [2.9343, 0.1926, -1.1791], [2.9554, 0.5339, 1.5751], [3.3367, -1.2181, 1.9396], [1.7365, -0.6162, 1.4469], [4.3071, -0.9774, -0.2612], [3.0392, -2.3701, -1.5869], [1.5543, -2.2970, -0.4997], [2.7497, -4.8214, -0.9457], [1.7409, -4.6564, 0.5698], [3.2980, -5.2405, 0.5885], [1.9411, 0.3104, -1.3194], [3.1410, 1.1426, -0.9056], [-3.3096, 2.6133, -3.7662], [-3.5989, 1.7739, -2.9882], [-4.0831, 3.1282, -4.6511], [-2.0434, 2.9823, -3.8870], [-3.7377, 3.9317, -5.1564], [-5.0895, 3.0743, -4.5858], [-1.8860, 3.6787, -4.6013], [-1.3358, 2.6734, -3.2358], [1.5677, 3.8910, -0.8988], [2.3856, 2.9984, -0.8344], [0.3099, 3.7918, -1.2613], [1.7852, 5.1639, -0.5150], [-0.0303, 2.8650, -1.4745], [-0.3868, 4.4650, -0.9758], [1.0508, 5.8549, -0.5716], [2.7502, 5.2798, -0.2405]],
  "forces_ev_per_a": [[1.8, 2.7, 0.8], [-1.5, -1.0, -0.9], [0.4, -1.2, -0.9], [1.2, 1.9, 1.3], [-0.3, -0.1, 1.0], [-0.6, 0.7, 0.1], [-0.2, 0.2, 0.4], [-1.6, 0.0, -0.5], [0.1, 0.6, 0.2], [0.3, 0.1, 0.5], [-0.2, -0.1, -0.2], [-0.4, 0.2, -0.3], [0.3, 0.0, -0.5], [0.2, -0.5, 0.0], [-0.3, -0.6, -0.3], [0.4, -0.2, -0.7], [0.5, -0.6, -0.2], [0.8, -0.4, 0.3], [-0.7, 0.2, -0.2], [0.2, -0.3, -1.2], [-0.7, 0.9, 1.5], [0.7, 1.6, 0.4], [0.6, -1.8, -0.5], [0.1, -0.4, 1.1], [-0.8, -0.4, -0.5], [0.7, 0.0, -0.1], [-0.1, 0.3, 0.3], [-0.2, -0.5, -0.2], [0.1, -0.1, 0.4], [-0.4, -0.7, -0.3], [-0.3, 0.5, -0.7], [-0.3, 0.7, -0.3], [-0.5, 0.2, -0.6], [0.7, 0.6, 0.3], [-0.4, -0.5, -0.1], [0.8, -0.2, 0.5], [4.0, 1.8, -2.2], [-2.9, -6.4, 4.9], [-3.2, 2.1, -2.4], [1.1, 1.1, -0.4], [-0.3, -0.1, -0.1], [0.2, -0.2, 0.1], [0.9, -0.1, 0.5], [-0.1, 0.1, -0.3], [1.1, 1.1, 1.4], [0.2, -0.2, -0.4], [-3.8, -1.9, -1.8], [1.7, 0.3, 0.4], [0.0, 0.2, 0.3], [0.3, -0.2, 0.0], [0.9, 0.1, 0.1], [-0.4, 1.0, 0.2]],
  "nbo_charge": [1.515, -0.611, -0.625, -0.076, -0.067, -0.566, -0.261, -0.854, 0.231, 0.207, 0.219, 0.209, 0.160, 0.176, 0.197, 0.166, 0.180, 0.356, 0.360, -0.636, -0.051, -0.064, -0.543, -0.268, -0.848, 0.211, 0.228, 0.179, 0.193, 0.182, 0.145, 0.180, 0.169, 0.197, 0.323, 0.400, 0.791, -0.799, -0.771, -0.792, 0.404, 0.425, 0.398, 0.433, 0.772, -0.669, -0.846, -0.844, 0.385, 0.388, 0.394, 0.420],
  "e_above_lowest_kj_mol": 701.5,
  "mol_weight_da": 437.2,
  "charge": 1,
  "e_lumo_ha": [-0.232, -0.250],
  "spin_multiplicity": 4,
  "homo_energy_ha": [-0.3801, -0.3799]
}

***

[3]
{
  "formula": "C6H15N2",
  "method": "wB97M-V/def2-TZVPD",
  "symbols": ["C", "C", "C", "C", "C", "N", "C", "N", "H", "H", "H", "H", "H", "H", "H", "H", "H", "H", "H", "H", "H", "H", "H"],
  "coordinates": [[2.5792, 1.0598, 0.8220], [1.3161, 0.6506, 0.1017], [0.2408, -0.0835, 0.9720], [-0.9905, -0.1986, 0.1102], [-2.0327, 0.6138, 0.3939], [-3.2585, 0.7125, -0.2063], [-0.8707, -1.0996, -1.0676], [2.3729, -1.3272, -0.8889], [3.3418, 1.4239, 0.1293], [2.9851, 0.2093, 1.3735], [2.3492, 1.8914, 1.4998], [0.9344, 1.5291, -0.4276], [0.5499, -1.0970, 1.2300], [0.0717, 0.5662, 1.8415], [-1.8905, 1.4155, 1.1205], [-3.4584, -0.1149, -0.7541], [-4.0063, 0.9914, 0.4104], [0.0129, -1.7230, -0.9673], [-1.6598, -1.8526, -1.2005], [-0.8364, -0.5885, -2.0389], [1.8291, -0.3921, -0.5913], [3.2109, -1.2851, -1.4448], [2.0759, -2.2237, -0.5436]],
  "forces_ev_per_a": [[0.0, -0.9, -0.5], [0.1, 3.0, 4.9], [-0.5, -0.7, -2.8], [-0.2, 0.6, 0.6], [-0.1, 1.1, 0.4], [0.7, -1.1, -0.2], [-0.4, -1.0, -0.2], [-0.5, 1.1, 0.0], [-0.1, 0.1, 0.0], [0.0, 0.3, 0.1], [-0.2, 0.0, -0.1], [-0.1, -0.8, -1.4], [0.4, 0.3, 0.4], [0.3, 0.0, 0.0], [0.1, -0.4, 0.3], [-0.5, 0.2, -0.1], [-0.1, 0.1, -0.2], [0.1, 0.1, -0.2], [-0.3, 0.3, 0.3], [0.2, 0.2, 0.2], [1.6, -3.5, -1.8], [-0.1, 0.6, 0.1], [-0.4, 0.4, 0.3]],
  "nbo_charge": [-0.694, 0.154, -0.465, -0.082, 0.075, -0.755, -0.684, -0.924, 0.265, 0.250, 0.290, 0.248, 0.238, 0.290, 0.195, 0.387, 0.406, 0.223, 0.250, 0.250, 0.262, 0.416, 0.407],
  "e_above_lowest_kj_mol": 562.7,
  "mol_weight_da": 115.2,
  "charge": 1,
  "e_lumo_ha": -0.266,
  "spin_multiplicity": 1,
  "homo_energy_ha": -0.4396
}

***

[4]
{
  "formula": "C28H56Cl8O15",
  "method": "wB97M-V/def2-TZVPD",
  "symbols": ["C", "C", "O", "C", "O", "O", "C", "H", "H", "H", "H", "H", "H", "H", "H", "C", "C", "O", "C", "O", "O", "C", "H", "H", "H", "H", "H", "H", "H", "H", "C", "C", "O", "C", "O", "O", "C", "H", "H", "H", "H", "H", "H", "H", "H", "C", "C", "O", "C", "O", "O", "C", "H", "H", "H", "H", "H", "H", "H", "H", "C", "C", "O", "C", "O", "O", "C", "H", "H", "H", "H", "H", "H", "H", "H", "Cl", "C", "C", "Cl", "H", "H", "H", "H", "Cl", "C", "C", "Cl", "H", "H", "H", "H", "Cl", "C", "C", "Cl", "H", "H", "H", "H", "Cl", "C", "C", "Cl", "H", "H", "H", "H"],
  "coordinates": [[4.8308, -1.2913, -1.6875], [5.4716, -2.3759, -0.7365], [5.1099, -1.9945, 0.6051], [4.2953, -2.8751, 1.2135], [3.6635, -3.8142, 0.6403], [4.1643, -2.4993, 2.4758], [3.4386, -3.3753, 3.3972], [5.3901, -1.4865, -2.6025], [5.1233, -0.3131, -1.3058], [3.7475, -1.3106, -1.8069], [6.5480, -2.2105, -0.7827], [5.2910, -3.3689, -1.1480], [3.0985, -2.8706, 4.3016], [4.1836, -4.1062, 3.7113], [2.5917, -3.8918, 2.9455], [0.5291, -1.1072, -7.6544], [1.8735, -1.0891, -6.9622], [1.7137, -1.3249, -5.6095], [1.3763, -0.3259, -4.7383], [1.4158, 0.8830, -4.9899], [1.0133, -0.8642, -3.5764], [0.4837, -0.1053, -2.4678], [-0.0033, -2.0426, -7.4821], [0.6318, -1.0747, -8.7390], [-0.1515, -0.3059, -7.3667], [2.5028, -0.2326, -7.2041], [2.5224, -1.9381, -7.1773], [-0.0766, -0.8990, -1.9737], [-0.2269, 0.6597, -2.7807], [1.2492, 0.3183, -1.8177], [-0.5316, -2.8569, -0.3816], [-2.0696, -2.6618, -0.3535], [-2.7604, -3.8689, -0.0043], [-3.2030, -4.6385, -0.9668], [-3.1025, -4.5682, -2.1912], [-3.8338, -5.6233, -0.3682], [-4.2450, -6.8026, -1.0293], [-0.3100, -3.4646, -1.2589], [-0.2193, -3.4472, 0.4798], [0.0964, -1.9662, -0.3620], [-2.3728, -2.2175, -1.3015], [-2.4313, -1.9177, 0.3561], [-3.3527, -7.2902, -1.4219], [-4.9350, -6.6931, -1.8659], [-4.6881, -7.5280, -0.3470], [-3.3962, 0.7366, -0.3340], [-4.4670, 0.5195, -1.3954], [-4.0822, 1.1354, -2.5713], [-3.2770, 0.4649, -3.4158], [-2.6813, -0.6201, -3.2467], [-3.2115, 1.1622, -4.5071], [-2.3543, 0.7647, -5.5656], [-2.3914, 0.4135, -0.6061], [-3.6492, 0.2278, 0.5962], [-3.2957, 1.7972, -0.1035], [-5.3361, 1.0607, -1.0214], [-4.8304, -0.5005, -1.5207], [-2.5829, 1.3348, -6.4660], [-2.4459, -0.3116, -5.7117], [-1.3463, 1.0530, -5.2672], [-5.4550, 4.8096, -0.4106], [-4.2756, 5.7302, -0.0254], [-3.1600, 4.9810, 0.4285], [-2.1589, 5.5448, 1.0370], [-1.8988, 6.7594, 1.0695], [-1.4182, 4.5948, 1.6560], [-1.7602, 3.3000, 1.7911], [-5.2924, 4.3420, -1.3817], [-6.2749, 5.5093, -0.5729], [-5.6983, 4.0419, 0.3240], [-4.5720, 6.5027, 0.6842], [-3.8844, 6.1586, -0.9482], [-1.4607, 2.7865, 0.8774], [-2.7614, 2.9342, 2.0190], [-1.1054, 2.7661, 2.4799], [7.0304, 0.5593, 4.0410], [5.7137, 1.0466, 5.0645], [5.1060, 2.3932, 4.5693], [6.4064, 3.6109, 4.1871], [6.0976, 1.1031, 6.0830], [4.9940, 0.2288, 5.0278], [4.3066, 2.7205, 5.2340], [4.6604, 2.2231, 3.5892], [-0.1967, -2.9675, 3.1620], [-1.5374, -4.0443, 3.7096], [-2.9497, -3.3834, 3.6654], [-2.9946, -1.8937, 4.6301], [-1.2882, -4.2689, 4.7467], [-1.5242, -4.9314, 3.0764], [-3.7000, -3.9932, 4.1688], [-3.2487, -3.1212, 2.6506], [2.1892, 4.0704, 2.6652], [1.8374, 5.1124, 4.0865], [1.6833, 6.5634, 3.7264], [3.0895, 7.2786, 2.9571], [2.4743, 4.8650, 4.9356], [0.8485, 4.8685, 4.4747], [1.5737, 7.2284, 4.5830], [0.8771, 6.8343, 3.0446], [1.6793, 0.5399, 4.1428], [2.4324, 0.4575, 2.4592], [1.6038, -0.4224, 1.4821], [0.0214, 0.3522, 1.1704], [3.4420, 0.0608, 2.5663], [2.5450, 1.5002, 2.1621], [1.4200, -1.4221, 1.8757], [2.0888, -0.3912, 0.5064]],
  "forces_ev_per_a": [[1.4, -1.0, 0.8], [-0.2, 2.5, -1.6], [-0.5, -2.1, 0.4], [-2.4, -2.1, -2.0], [2.4, 3.0, 2.1], [-0.6, 0.0, 0.9], [0.7, -0.7, -0.3], [-0.6, 0.4, -0.5], [0.0, 0.0, -0.1], [0.1, -0.4, -0.1], [0.0, 0.0, 0.1], [-0.6, -0.1, 1.1], [0.2, 0.7, -0.5], [-0.2, -0.2, 0.0], [0.2, 0.2, -0.3], [-0.2, -0.4, -0.7], [0.6, -0.2, -1.1], [-0.7, 0.8, 3.6], [0.1, 2.0, -0.8], [-0.2, -2.4, 0.3], [0.5, -0.3, -0.6], [-0.5, -0.5, -0.5], [0.1, -0.1, 0.3], [0.2, 0.3, -0.1], [0.3, 0.2, 0.2], [-0.4, 0.5, 0.3], [-0.3, -0.2, -0.9], [0.1, 0.5, 0.3], [0.3, 0.0, -0.2], [0.2, -0.1, -0.3], [-0.7, -1.1, 0.4], [0.9, 1.4, -0.2], [0.6, 1.0, 0.0], [-0.3, -1.1, -3.2], [0.3, 0.6, 2.1], [-1.2, -1.0, 1.7], [0.7, -0.8, -1.1], [0.2, 0.2, -0.1], [-0.1, 0.0, 0.1], [-0.6, 0.1, -0.1], [-0.3, -0.7, -0.3], [0.4, -0.2, 0.5], [0.0, 0.0, -0.2], [0.0, 0.6, 0.1], [0.0, 0.6, 0.5], [0.3, -0.2, 0.4], [-0.2, -0.1, 2.2], [0.4, -0.1, -1.8], [1.3, -2.7, 0.6], [-1.7, 2.6, 0.3], [-0.8, 1.5, -0.9], [0.8, -0.3, 0.3], [-0.1, -0.3, -0.3], [-0.1, 0.0, 0.1], [-0.2, 0.1, -0.1], [-0.2, 0.2, -0.4], [0.6, -0.2, -0.2], [-0.5, -0.1, 0.3], [0.2, 0.1, -0.2], [0.2, -0.4, -0.1], [0.7, 0.7, -0.1], [-0.2, -0.1, -1.3], [-1.0, -1.5, 0.3], [1.1, 2.3, 0.8], [-0.5, -3.3, 0.1], [0.6, 3.9, 0.7], [0.4, -4.0, -1.0], [0.2, -0.2, 0.1], [-0.3, -0.3, 0.2], [0.0, 0.2, 0.1], [0.3, -0.1, 0.1], [-0.5, 0.7, 0.0], [-0.4, -0.2, -0.4], [-0.4, 1.1, 0.1], [0.2, 0.8, 0.6], [0.8, -0.6, -0.6], [-0.6, 0.9, 0.4], [0.6, -1.1, -0.7], [-0.9, -0.2, 0.8], [-0.1, 0.2, -0.1], [-0.3, 0.3, 0.0], [0.5, 0.5, 0.1], [-0.1, 0.0, 0.1], [-0.6, -0.2, 0.1], [-0.8, 0.5, 0.3], [1.0, 0.0, 0.0], [0.1, 0.4, 0.1], [-0.1, -0.2, -0.2], [0.0, 0.1, 0.1], [0.2, -0.4, -0.4], [0.0, -0.2, 0.1], [-0.1, 0.3, 0.5], [-1.3, -0.1, 0.3], [0.3, 1.2, 0.0], [1.2, 0.2, -0.6], [0.6, 0.3, -0.5], [-0.2, -0.5, -0.3], [-0.3, -0.6, 0.4], [-0.2, -0.8, 0.1], [0.5, -0.2, -1.0], [-0.4, -0.4, 0.3], [0.4, 1.4, 0.7], [-0.2, -0.1, 0.1], [-0.1, -0.3, 0.1], [-0.4, -0.2, -0.2], [0.2, 0.1, -0.2], [0.2, -0.5, 0.2]],
  "lowdin_charge": [-0.046, -0.187, 0.021, -0.551, 0.058, -0.024, -0.018, 0.073, 0.073, 0.064, 0.117, 0.122, 0.088, 0.097, 0.062, -0.051, -0.251, 0.010, -0.532, 0.092, 0.000, -0.023, 0.083, 0.077, 0.066, 0.126, 0.127, 0.059, 0.092, 0.084, -0.060, -0.184, 0.040, -0.606, 0.116, -0.001, -0.047, 0.090, 0.036, 0.021, 0.101, 0.098, 0.097, 0.095, 0.091, -0.065, -0.229, 0.042, -0.558, 0.086, 0.018, -0.020, 0.047, 0.084, 0.057, 0.121, 0.131, 0.101, 0.102, 0.087, -0.050, -0.187, 0.019, -0.547, 0.100, 0.004, -0.141, 0.072, 0.076, 0.076, 0.131, 0.131, 0.059, 0.103, 0.073, 0.559, -0.680, -0.626, 0.500, 0.067, 0.052, 0.068, 0.024, 0.593, -0.581, -0.629, 0.534, 0.061, 0.073, 0.066, 0.052, 0.579, -0.617, -0.682, 0.549, 0.074, 0.074, 0.068, 0.066, 0.488, -0.583, -0.606, 0.620, 0.056, -0.002, 0.004, 0.062],
  "mol_weight_da": 916.4,
  "e_lumo_ha": 0.015,
  "spin_multiplicity": 1,
  "homo_energy_ha": -0.3813
}